Computed, not measured: C24H16AlB4Br8O32 as an isolated structure in a non-equilibrium geometry, with the ωB97M-V functional and the def2-TZVPD basis.

Output
Spin multiplicity: 1
Net charge: -1
HOMO-LUMO gap: 1.5 eV
Highest occupied orbital energy: -8.15 eV

Atoms and positions in Å:
Al: 5.880678 16.217883 -22.957874
O: -4.879036 18.469174 -18.221642
C: -3.714939 18.895065 -18.410186
O: -2.688885 18.136561 -18.418031
B: -1.488751 19.002518 -18.545887
O: -2.008633 20.338282 -18.859523
C: -3.298776 20.320592 -18.801448
O: -4.076022 21.251469 -18.901316
O: -0.541654 18.495207 -19.559276
C: 0.573199 18.136922 -19.060340
O: 1.557405 17.648657 -19.604937
C: 0.510787 18.435730 -17.569137
O: -0.643134 19.017930 -17.363567
O: 1.551016 18.364585 -16.924347
O: -2.784226 13.277007 -17.602597
C: -1.937737 12.699757 -18.247272
O: -0.611969 12.640640 -18.127259
B: -0.020122 11.923415 -19.266334
O: -1.157883 11.606835 -20.179395
C: -2.239604 12.008993 -19.595062
O: -3.371224 11.864097 -20.034896
O: 1.003869 12.737681 -19.964806
C: 2.112867 12.022871 -19.996954
O: 3.132894 12.451831 -20.482993
C: 1.905973 10.734463 -19.276188
O: 0.681874 10.755481 -18.769415
O: 2.771115 9.835470 -19.106994
O: 5.648462 16.221362 -13.822232
C: 5.817960 15.192319 -14.480101
O: 6.885573 14.888805 -15.209067
B: 6.643280 13.724902 -16.057287
O: 5.334959 13.171384 -15.659720
C: 4.752638 14.055924 -14.763215
O: 3.638541 13.991337 -14.253765
O: 7.732522 12.693742 -15.948556
C: 8.597912 12.872251 -16.982266
O: 9.630232 12.276159 -17.176945
C: 7.817744 13.724015 -18.009816
O: 6.718192 14.198701 -17.432269
O: 8.148852 13.916074 -19.214183
O: -5.360694 15.135762 -25.558345
C: -4.355998 15.478689 -25.000378
O: -3.162361 15.732990 -25.551359
B: -2.190120 15.949251 -24.476346
O: -2.987990 16.124770 -23.209337
C: -4.257532 15.709773 -23.411065
O: -5.127003 15.407639 -22.577379
O: -1.323564 17.158491 -24.779247
C: -0.014174 16.739502 -24.761785
O: 1.011618 17.423021 -24.942200
C: -0.024562 15.239284 -24.521594
O: -1.217521 14.853240 -24.366551
O: 1.049811 14.641480 -24.490766
Br: -2.327788 9.958180 -13.548158
C: -2.647888 11.579383 -12.354299
C: -4.084156 11.500118 -11.882021
Br: -5.342346 11.400926 -13.476243
H: -2.498777 12.465338 -12.971513
H: -1.856476 11.565588 -11.604909
H: -4.420103 12.360199 -11.302810
H: -4.263736 10.724943 -11.137060
Br: 6.726921 10.337152 -24.562506
C: 7.819114 8.762563 -23.988435
C: 8.449613 9.066937 -22.644259
Br: 10.188335 10.026170 -22.915010
H: 8.493714 8.493753 -24.801299
H: 7.045677 8.027804 -23.764773
H: 8.767282 8.113337 -22.222556
H: 7.792858 9.596056 -21.953751
Br: 5.570677 6.443014 -12.547399
C: 5.236364 7.024469 -14.338906
C: 6.453287 7.870907 -14.644509
Br: 7.973275 6.911590 -15.434257
H: 4.302282 7.580606 -14.259535
H: 5.128272 6.202076 -15.046084
H: 6.783788 8.450963 -13.782874
H: 6.193808 8.586057 -15.425107
Br: -1.438848 5.890655 -19.093547
C: -0.069622 4.871089 -18.124329
C: -0.676833 4.170956 -16.913764
Br: 0.821967 3.252056 -15.885958
H: 0.681475 5.583452 -17.783016
H: 0.443547 4.304391 -18.901261
H: -1.422834 3.433219 -17.209294
H: -1.210489 4.909069 -16.315020

Atoms 1-6, force components in eV/Å:
-0.2 -0.2 0.2
3.5 1.9 -0.5
-5.7 -2.1 0.1
2.3 -0.3 0.2
0.3 -0.3 -0.5
1.4 -0.3 -0.2

In elementary charge units, the Mulliken charges are: number 1, Al, carries 1.00; number 2, O, carries -0.57; number 3, C, carries 0.69; number 4, O, carries -0.33; number 5, B, carries 1.01; number 6, O, carries -0.43; number 7, C, carries 0.52; number 8, O, carries -0.54; number 9, O, carries -0.44; number 10, C, carries 0.71; number 11, O, carries -0.59; number 12, C, carries 0.60; number 13, O, carries -0.48; number 14, O, carries -0.50; number 15, O, carries -0.50; number 16, C, carries 0.66; number 17, O, carries -0.36; number 18, B, carries 0.99; number 19, O, carries -0.37; number 20, C, carries 0.68; number 21, O, carries -0.49; number 22, O, carries -0.36; number 23, C, carries 0.67; number 24, O, carries -0.67; number 25, C, carries 0.55; number 26, O, carries -0.50; number 27, O, carries -0.65; number 28, O, carries -0.57; number 29, C, carries 0.63; number 30, O, carries -0.49; number 31, B, carries 0.84; number 32, O, carries -0.27; number 33, C, carries 0.59; number 34, O, carries -0.55; number 35, O, carries -0.39; number 36, C, carries 0.54; number 37, O, carries -0.57; number 38, C, carries 0.64; number 39, O, carries -0.44; number 40, O, carries -0.72; number 41, O, carries -0.49; number 42, C, carries 0.52; number 43, O, carries -0.43; number 44, B, carries 0.90; number 45, O, carries -0.29; number 46, C, carries 0.67; number 47, O, carries -0.50; number 48, O, carries -0.43; number 49, C, carries 0.66; number 50, O, carries -0.62; number 51, C, carries 0.65; number 52, O, carries -0.54; number 53, O, carries -0.64; number 54, Br, carries -0.13; number 55, C, carries -0.60; number 56, C, carries -0.62; number 57, Br, carries -0.11; number 58, H, carries 0.33; number 59, H, carries 0.39; number 60, H, carries 0.38; number 61, H, carries 0.36; number 62, Br, carries -0.15; number 63, C, carries -0.58; number 64, C, carries -0.61; number 65, Br, carries -0.15; number 66, H, carries 0.41; number 67, H, carries 0.32; number 68, H, carries 0.32; number 69, H, carries 0.44; number 70, Br, carries -0.16; number 71, C, carries -0.43; number 72, C, carries -0.65; number 73, Br, carries -0.13; number 74, H, carries 0.30; number 75, H, carries 0.37; number 76, H, carries 0.40; number 77, H, carries 0.29; number 78, Br, carries -0.15; number 79, C, carries -0.62; number 80, C, carries -0.56; number 81, Br, carries -0.19; number 82, H, carries 0.36; number 83, H, carries 0.38; number 84, H, carries 0.38; number 85, H, carries 0.39